*w*
The following is a quantum chemistry calculation of one molecule with the formula C19H28N8O2, from OMol25.

Results
HOMO-LUMO gap, eV: 9.656
E_HOMO, Eh: -0.3373
Charge: 0
Multiplicity: 1

Positions of all 57 atoms, in Å:
C (3.70, 2.46, 0.93)
C (3.29, 2.29, -0.50)
C (3.54, 3.26, -1.46)
N (3.20, 3.16, -2.74)
C (2.57, 2.06, -3.13)
C (2.26, 1.01, -2.26)
C (1.45, -0.13, -2.80)
O (0.84, -0.03, -3.85)
N (1.39, -1.24, -2.01)
C (0.46, -2.34, -2.26)
C (1.20, -3.57, -2.77)
C (-0.36, -2.64, -1.01)
C (-1.27, -1.51, -0.52)
N (-0.53, -0.40, 0.06)
C (-0.17, -0.26, 1.37)
O (0.92, 0.19, 1.68)
C (-1.15, -0.66, 2.47)
C (-0.98, -2.14, 2.88)
C (-2.41, -2.63, 3.16)
C (-3.24, -1.35, 3.17)
N (-2.57, -0.52, 2.16)
C (-3.07, 0.85, 2.15)
C (-2.60, 1.58, 0.94)
N (-3.10, 1.37, -0.30)
N (-2.36, 2.08, -1.10)
N (-1.47, 2.68, -0.36)
C (-0.44, 3.54, -0.92)
N (-1.58, 2.42, 0.93)
C (2.64, 1.14, -0.93)
H (4.64, 1.96, 1.14)
H (3.82, 3.51, 1.18)
H (2.94, 2.03, 1.60)
H (4.04, 4.18, -1.17)
H (2.27, 1.99, -4.17)
H (2.01, -1.31, -1.22)
H (-0.20, -1.97, -3.04)
H (0.50, -4.37, -3.00)
H (1.76, -3.32, -3.67)
H (1.90, -3.94, -2.01)
H (-0.99, -3.51, -1.23)
H (0.31, -2.95, -0.19)
H (-1.87, -1.13, -1.35)
H (-1.98, -1.87, 0.22)
H (0.19, -0.04, -0.54)
H (-0.87, -0.02, 3.32)
H (-0.51, -2.72, 2.08)
H (-0.33, -2.21, 3.75)
H (-2.76, -3.28, 2.35)
H (-2.49, -3.19, 4.09)
H (-4.28, -1.50, 2.91)
H (-3.19, -0.87, 4.16)
H (-4.16, 0.81, 2.13)
H (-2.76, 1.40, 3.05)
H (-0.55, 4.55, -0.53)
H (0.54, 3.15, -0.64)
H (-0.56, 3.53, -1.99)
H (2.39, 0.39, -0.18)


*x*
The following is a quantum chemistry calculation of one molecule with the formula C19H28N8O2, from OMol25.

Results
HOMO-LUMO gap, eV: 9.488
E_HOMO, Eh: -0.3267
Charge: 0
Multiplicity: 1

Positions of all 57 atoms, in Å:
C (3.01, -0.81, -3.28)
C (2.80, 0.42, -2.45)
C (3.84, 1.31, -2.20)
N (3.71, 2.41, -1.46)
C (2.52, 2.67, -0.94)
C (1.41, 1.85, -1.12)
C (0.14, 2.25, -0.42)
O (0.15, 3.17, 0.39)
N (-0.98, 1.55, -0.69)
C (-2.26, 1.97, -0.09)
C (-2.76, 3.26, -0.72)
C (-3.32, 0.88, -0.20)
C (-3.03, -0.47, 0.47)
N (-2.58, -1.52, -0.47)
C (-1.28, -1.51, -0.94)
O (-1.02, -1.24, -2.10)
C (-0.16, -1.84, 0.04)
C (0.62, -3.04, -0.52)
C (-0.31, -4.18, -0.11)
C (-0.80, -3.74, 1.28)
N (-0.64, -2.27, 1.35)
C (0.24, -1.88, 2.44)
C (0.31, -0.41, 2.65)
N (-0.71, 0.34, 3.12)
N (-0.24, 1.56, 3.22)
N (1.00, 1.51, 2.82)
C (1.88, 2.67, 2.84)
N (1.40, 0.31, 2.45)
C (1.56, 0.72, -1.90)
H (2.25, -0.89, -4.06)
H (3.99, -0.81, -3.75)
H (2.93, -1.71, -2.67)
H (4.82, 1.12, -2.61)
H (2.43, 3.57, -0.34)
H (-1.01, 0.94, -1.50)
H (-2.05, 2.15, 0.97)
H (-3.67, 3.60, -0.22)
H (-2.01, 4.05, -0.63)
H (-2.98, 3.11, -1.78)
H (-4.22, 1.30, 0.25)
H (-3.56, 0.72, -1.26)
H (-2.29, -0.37, 1.26)
H (-3.94, -0.84, 0.93)
H (-3.18, -1.50, -1.29)
H (0.46, -0.94, 0.13)
H (0.80, -2.97, -1.59)
H (1.58, -3.11, 0.00)
H (-1.15, -4.24, -0.81)
H (0.17, -5.15, -0.09)
H (-1.84, -4.03, 1.46)
H (-0.19, -4.21, 2.06)
H (-0.15, -2.34, 3.36)
H (1.27, -2.25, 2.31)
H (2.63, 2.53, 2.07)
H (1.29, 3.55, 2.62)
H (2.36, 2.75, 3.81)
H (0.73, 0.04, -2.09)


How do the energies compare? Relative to the most stable structure, in hartree: *w* 0.0000; *x* 0.0044.


*w*
The following is a quantum chemistry calculation of one molecule with the formula CH2INS, from OMol25.

Results
HOMO-LUMO gap, eV: 8.320
E_HOMO, Eh: -0.3352
Charge: 0
Multiplicity: 1

Positions of all 6 atoms, in Å:
S (-0.99, -1.84, -0.28)
C (-0.58, -0.27, -0.17)
N (0.71, 0.12, 0.32)
I (1.24, 2.13, 0.43)
H (-1.05, 0.64, -0.13)
H (1.57, -0.28, 0.03)


*x*
The following is a quantum chemistry calculation of CH2INS as an isolated structure, from OMol25.

Results
HOMO-LUMO gap, eV: 8.086
E_HOMO, Eh: -0.3099
Charge: 0
Multiplicity: 1

Positions of all 6 atoms, in Å:
C (-1.64, 1.40, 0.64)
N (1.45, -0.49, -0.26)
S (-2.91, 1.83, -0.11)
I (-0.54, -1.04, -0.04)
H (1.73, -0.63, 0.73)
H (1.92, -1.06, -0.96)


How do the energies compare? Relative to the most stable structure, in hartree: *w* 0.0000; *x* 0.0706.


*w*
The following is a quantum chemistry calculation of a 2-piece molecular cluster, CH2INS overall, from OMol25.

Results
HOMO-LUMO gap (spin up / spin down), eV: 6.657 / 6.700
E_HOMO (spin up / spin down), Eh: -0.3133 / -0.3126
Charge: 0
Multiplicity: 1

Positions of all 6 atoms, in Å:
C (1.77, 0.33, 0.23)
N (0.48, 0.26, 0.06)
S (2.01, 3.32, -0.09)
I (3.08, -1.26, 0.04)
H (-0.04, 1.12, 0.26)
H (-0.05, -0.57, -0.07)


*x*
The following is a quantum chemistry calculation of a 2-piece molecular cluster, CH2INS overall, from OMol25.

Results
HOMO-LUMO gap, eV: 10.313
E_HOMO, Eh: -0.3558
Charge: 0
Multiplicity: 1

Positions of all 6 atoms, in Å:
N (-1.94, -1.74, 1.46)
C (-1.05, -1.46, 0.69)
S (0.04, -1.47, -0.40)
H (-2.77, -1.27, 1.38)
I (2.19, 2.98, -1.91)
H (3.53, 2.96, -1.23)


How do the energies compare? Relative to the most stable structure, in hartree: *w* 0.1425; *x* 0.0000.


*w*
The following is a quantum chemistry calculation of a 10-piece molecular cluster, C4H27N2O10S overall, from OMol25.

Results
HOMO-LUMO gap, eV: 6.725
E_HOMO, Eh: -0.1531
Charge: -1
Multiplicity: 1

Positions of all 44 atoms, in Å:
N (3.09, -1.29, -0.89)
C (1.81, -0.78, -0.41)
C (0.68, -1.39, -1.25)
S (0.55, -0.20, -2.69)
C (1.54, -1.29, 1.06)
N (1.28, -0.44, 2.12)
C (1.54, 0.99, 1.90)
O (1.26, -2.46, 1.28)
H (2.93, -2.25, -1.06)
H (3.23, -0.77, -1.74)
H (1.72, 0.31, -0.38)
H (0.80, -2.46, -1.53)
H (-0.27, -1.44, -0.67)
H (1.53, -0.85, 3.09)
H (0.63, 1.62, 2.08)
H (2.16, 1.49, 2.67)
H (1.95, 1.28, 0.94)
H (1.54, 3.09, 0.17)
H (2.63, 3.52, -0.67)
O (2.48, 3.29, 0.25)
H (-1.71, -2.23, -1.66)
H (-2.97, -2.09, -1.14)
O (-2.34, -2.86, -1.23)
H (-2.27, -3.01, 0.45)
H (-1.53, -3.56, 1.80)
O (-2.23, -3.03, 1.43)
H (-0.98, -0.71, 2.06)
H (-2.38, -1.35, 1.85)
O (-1.94, -0.45, 2.07)
H (0.92, 2.65, -2.66)
H (1.97, 1.78, -2.17)
O (1.83, 2.76, -2.35)
H (-3.96, -0.01, -1.29)
H (-3.01, -0.21, -0.03)
O (-3.67, -0.61, -0.59)
H (-0.66, 2.51, 1.36)
H (-1.05, 3.23, 0.13)
O (-0.28, 2.84, 0.53)
H (-1.65, 1.27, 3.06)
H (-2.38, 2.39, 2.36)
O (-1.60, 2.24, 2.89)
H (-1.92, 1.22, -0.43)
H (-1.05, 1.15, -1.65)
O (-1.97, 1.32, -1.39)


*x*
The following is a quantum chemistry calculation of a 10-piece molecular cluster, C4H27N2O10S overall, from OMol25.

Results
HOMO-LUMO gap, eV: 8.968
E_HOMO, Eh: -0.2352
Charge: -1
Multiplicity: 1

Positions of all 44 atoms, in Å:
C (-2.27, 1.23, -1.03)
N (-3.34, 0.20, -1.17)
C (-3.00, -1.13, -1.21)
N (-1.66, -1.43, -1.42)
O (-3.73, -2.06, -0.97)
C (-2.48, 1.45, 0.45)
C (-1.19, 2.28, 1.02)
S (-1.24, 3.96, 0.35)
H (-1.23, 0.75, -1.09)
H (-2.35, 1.94, -1.85)
H (-4.21, 0.65, -1.38)
H (-1.01, -0.87, -1.07)
H (-1.35, -2.41, -1.49)
H (-3.26, 2.14, 0.55)
H (-2.46, 0.44, 0.92)
H (-1.48, 2.55, 2.00)
H (-0.34, 1.58, 0.88)
H (2.67, -2.13, -1.16)
H (1.51, -2.34, -2.05)
O (2.00, -2.79, -1.43)
H (-1.50, -2.66, 0.87)
H (-0.15, -2.14, 0.92)
O (-0.76, -2.52, 1.55)
H (0.92, 0.37, 0.03)
H (1.26, -1.27, 0.26)
O (0.69, -0.55, 0.72)
H (2.62, -0.06, 1.42)
H (3.72, 0.34, 0.51)
O (3.58, 0.17, 1.45)
H (-0.41, -1.24, 2.54)
H (0.20, 0.08, 2.29)
O (-0.25, -0.30, 3.04)
H (4.05, 0.04, -1.74)
H (2.55, 0.57, -0.99)
O (3.30, -0.41, -1.53)
H (2.73, 1.84, 0.31)
H (1.99, 4.00, 0.56)
O (1.94, 1.41, -0.41)
H (2.37, 3.06, 1.64)
H (-0.33, 3.93, -0.61)
O (2.61, 3.87, 1.14)
H (-0.78, -4.56, -0.45)
H (0.48, -3.91, -1.27)
O (-0.42, -4.04, -1.11)


How do the energies compare? Relative to the most stable structure, in hartree: *w* 0.0000; *x* 0.1080.